Record 1
{
  "formula": "C23H55N7O8S",
  "method": "ωB97M-V/def2-TZVPD",
  "elements": ["C", "C", "O", "N", "C", "H", "H", "H", "H", "H", "H", "H", "C", "C", "O", "N", "C", "H", "H", "H", "H", "H", "H", "H", "C", "C", "O", "N", "C", "H", "H", "H", "H", "H", "H", "H", "C", "C", "O", "N", "C", "H", "H", "H", "H", "H", "H", "H", "C", "C", "O", "N", "C", "H", "H", "H", "H", "H", "H", "H", "C", "C", "O", "N", "C", "H", "H", "H", "H", "H", "H", "H", "C", "C", "O", "N", "C", "H", "H", "H", "H", "H", "H", "H", "C", "S", "O", "C", "H", "H", "H", "H", "H", "H"],
  "positions_angstrom": [[-0.47, 1.51, 0.73], [-0.08, 0.74, -0.55], [-0.98, 0.35, -1.26], [1.17, 0.46, -0.68], [1.79, -0.37, -1.72], [-1.40, 1.20, 1.20], [-0.47, 2.55, 0.42], [0.35, 1.35, 1.43], [1.86, 0.94, -0.13], [1.73, -1.34, -1.23], [2.86, -0.28, -1.88], [1.21, -0.43, -2.64], [-5.10, 0.31, -1.10], [-5.15, 1.75, -0.75], [-6.24, 2.20, -0.35], [-4.08, 2.46, -1.04], [-4.12, 3.91, -0.92], [-4.74, 0.09, -2.10], [-5.97, -0.20, -0.70], [-4.38, -0.08, -0.37], [-3.21, 1.99, -1.22], [-5.06, 4.30, -0.52], [-4.13, 4.28, -1.94], [-3.22, 4.28, -0.42], [-1.96, -2.29, 1.22], [-2.26, -1.31, 2.26], [-3.44, -0.93, 2.39], [-1.30, -0.92, 3.15], [-1.62, 0.05, 4.17], [-2.52, -3.19, 1.46], [-0.88, -2.42, 1.10], [-2.28, -1.98, 0.22], [-0.55, -1.59, 3.26], [-0.70, 0.28, 4.70], [-2.29, -0.50, 4.84], [-2.22, 0.89, 3.82], [-2.64, -0.51, -4.17], [-1.80, -1.81, -4.04], [-1.81, -2.66, -4.94], [-1.23, -1.88, -2.87], [-0.53, -3.08, -2.47], [-3.71, -0.69, -4.09], [-2.52, -0.13, -5.19], [-2.32, 0.35, -3.58], [-1.21, -1.03, -2.32], [-0.42, -3.18, -1.39], [0.44, -2.99, -2.97], [-1.06, -4.00, -2.74], [3.21, -0.43, 1.57], [4.10, -0.34, 2.81], [5.10, -1.04, 2.86], [3.79, 0.44, 3.82], [4.38, 0.39, 5.09], [2.66, 0.51, 1.50], [2.57, -1.31, 1.55], [3.79, -0.44, 0.65], [2.88, 0.88, 3.78], [3.91, 1.11, 5.76], [5.44, 0.61, 4.96], [4.20, -0.60, 5.51], [2.87, -3.76, -0.05], [2.36, -5.07, -0.69], [1.18, -5.14, -0.93], [3.26, -5.93, -1.06], [3.10, -7.14, -1.87], [3.38, -3.14, -0.79], [3.46, -3.99, 0.84], [2.12, -3.07, 0.35], [4.22, -5.76, -0.79], [2.03, -7.32, -2.01], [3.36, -8.05, -1.32], [3.71, -7.01, -2.76], [-1.99, 3.69, -4.16], [-1.43, 2.61, -5.10], [-2.14, 2.20, -5.99], [-0.23, 2.14, -4.86], [0.66, 2.44, -3.74], [-1.87, 3.42, -3.11], [-3.05, 3.85, -4.31], [-1.54, 4.64, -4.48], [0.12, 1.49, -5.54], [1.52, 1.77, -3.69], [0.20, 2.41, -2.76], [1.13, 3.42, -3.90], [2.92, 3.67, 4.64], [1.38, 3.11, 3.83], [1.39, 1.63, 3.95], [0.37, 3.74, 5.28], [2.95, 4.76, 4.55], [3.80, 3.30, 4.11], [3.01, 3.39, 5.69], [0.74, 4.70, 5.63], [0.35, 3.00, 6.08], [-0.70, 3.77, 5.06]],
  "homo_lumo_gap_ev": [2.27, 9.02],
  "spin_multiplicity": 2,
  "total_charge": -1,
  "homo_ev": [-0.154, -6.920],
  "e_lumo_ev": [2.12, 2.10],
  "s_squared": 0.751
}



Record 2
{
  "formula": "C23H56Br2F3NbO13P3",
  "method": "ωB97M-V/def2-TZVPD",
  "elements": ["C", "C", "C", "Nb", "C", "C", "C", "F", "Br", "C", "F", "F", "Br", "C", "O", "C", "C", "C", "C", "C", "C", "H", "H", "H", "H", "H", "H", "H", "H", "H", "H", "H", "H", "H", "H", "H", "H", "H", "H", "H", "H", "H", "H", "H", "H", "H", "H", "H", "H", "H", "C", "O", "P", "O", "O", "C", "O", "C", "H", "H", "H", "H", "H", "H", "H", "H", "H", "C", "O", "P", "O", "O", "C", "O", "C", "H", "H", "H", "H", "H", "H", "H", "H", "H", "C", "O", "P", "O", "O", "C", "O", "C", "H", "H", "H", "H", "H", "H", "H", "H", "H"],
  "positions_angstrom": [[4.73, 2.09, 2.88], [3.88, 1.55, 1.72], [2.45, 1.22, 2.16], [0.85, 0.96, 0.59], [0.75, -1.31, 0.95], [2.11, -2.00, 1.09], [2.39, -3.28, 0.31], [3.06, -2.96, -0.85], [0.85, -4.32, -0.24], [3.36, -4.22, 1.09], [2.99, -4.40, 2.34], [3.34, -5.44, 0.52], [5.21, -3.66, 0.94], [2.20, 0.78, -1.23], [3.47, 0.12, -1.07], [4.04, -0.33, -2.27], [4.88, 0.78, -2.94], [-0.90, 1.11, -0.84], [-1.82, -0.12, -1.01], [-1.30, -1.03, -2.14], [-3.23, 0.34, -1.41], [5.80, 1.96, 2.72], [4.47, 3.14, 3.05], [4.44, 1.57, 3.80], [3.94, 2.23, 0.87], [4.36, 0.61, 1.43], [2.45, 0.34, 2.81], [2.12, 2.04, 2.82], [0.95, 2.80, 0.42], [-0.40, 1.22, 1.93], [0.24, -1.37, 1.92], [0.09, -1.83, 0.26], [2.96, -1.34, 0.86], [2.26, -2.25, 2.14], [1.62, 0.24, -1.99], [2.36, 1.78, -1.67], [4.72, -1.13, -1.98], [3.28, -0.71, -2.96], [4.73, 1.73, -2.42], [4.63, 0.86, -4.00], [5.94, 0.54, -2.86], [-0.50, 1.39, -1.83], [-1.52, 1.96, -0.55], [-1.90, -0.68, -0.07], [-0.74, -1.89, -1.77], [-2.13, -1.42, -2.72], [-0.64, -0.48, -2.81], [-3.92, -0.51, -1.46], [-3.16, 0.70, -2.44], [-3.62, 1.10, -0.74], [9.16, -6.52, -1.10], [10.46, -6.16, -0.62], [10.57, -4.93, 0.43], [10.68, -3.68, -0.35], [11.94, -5.42, 1.09], [13.12, -5.41, 0.28], [9.90, -4.65, 1.84], [8.78, -3.74, 1.88], [9.28, -7.40, -1.73], [8.49, -6.78, -0.28], [8.73, -5.71, -1.69], [13.07, -4.65, -0.49], [13.26, -6.39, -0.18], [13.96, -5.21, 0.94], [8.10, -3.91, 1.05], [9.14, -2.71, 1.85], [8.25, -3.91, 2.81], [-9.61, 4.39, -3.62], [-8.57, 3.52, -3.16], [-7.02, 4.10, -3.05], [-6.56, 3.81, -4.44], [-6.66, 3.01, -1.93], [-6.87, 1.62, -2.22], [-5.81, 5.02, -2.49], [-5.24, 5.99, -3.38], [-10.55, 3.85, -3.56], [-9.68, 5.28, -2.99], [-9.43, 4.69, -4.65], [-6.80, 1.42, -3.29], [-7.85, 1.31, -1.85], [-6.10, 1.06, -1.69], [-5.99, 6.51, -3.96], [-4.54, 5.49, -4.05], [-4.70, 6.71, -2.76], [-6.37, 0.81, 4.12], [-6.91, 1.67, 3.10], [-8.51, 1.88, 3.01], [-9.06, 0.80, 2.17], [-8.42, 3.31, 2.31], [-7.88, 3.37, 0.99], [-9.62, 2.37, 4.05], [-10.44, 1.36, 4.67], [-5.28, 0.86, 4.04], [-6.67, 1.15, 5.11], [-6.69, -0.22, 3.96], [-8.04, 2.44, 0.45], [-6.81, 3.58, 1.04], [-8.37, 4.18, 0.46], [-9.86, 0.49, 4.97], [-11.22, 1.06, 3.97], [-10.89, 1.81, 5.55]],
  "homo_lumo_gap_ev": 5.43,
  "total_charge": -1,
  "homo_ev": -4.667,
  "e_lumo_ev": 0.76
}



Record 3
{
  "formula": "C23H57B3FNO14",
  "method": "ωB97M-V/def2-TZVPD",
  "elements": ["N", "C", "B", "O", "B", "O", "B", "C", "C", "O", "F", "O", "H", "H", "H", "H", "H", "H", "H", "C", "O", "C", "C", "O", "C", "H", "H", "H", "H", "H", "H", "H", "H", "H", "H", "C", "O", "C", "C", "O", "C", "H", "H", "H", "H", "H", "H", "H", "H", "H", "H", "C", "O", "C", "C", "O", "C", "H", "H", "H", "H", "H", "H", "H", "H", "H", "H", "C", "O", "C", "C", "O", "C", "H", "H", "H", "H", "H", "H", "H", "H", "H", "H", "C", "O", "C", "C", "O", "C", "H", "H", "H", "H", "H", "H", "H", "H", "H", "H"],
  "positions_angstrom": [[1.04, -4.53, 1.07], [-0.30, -4.37, 0.40], [-0.57, -2.89, -0.14], [0.34, -1.82, -0.10], [-0.45, -0.67, 0.25], [-1.72, -0.77, 0.86], [-2.47, -1.85, 0.37], [-3.89, -2.34, 0.93], [-4.39, -3.53, 0.07], [-4.33, -4.62, 0.47], [-4.92, -3.24, -1.15], [-1.86, -2.59, -0.67], [1.76, -4.35, 0.36], [1.06, -3.78, 1.76], [-0.46, -5.15, -0.38], [-1.05, -4.55, 1.22], [0.05, 0.38, 0.02], [-4.63, -1.52, 1.02], [-3.70, -2.76, 1.95], [3.39, 1.76, 0.13], [2.96, 1.00, 1.25], [2.96, -0.40, 1.00], [4.22, -1.06, 1.54], [5.38, -0.60, 0.87], [6.06, 0.42, 1.58], [3.68, 2.75, 0.48], [4.24, 1.31, -0.38], [2.56, 1.86, -0.58], [2.82, -0.60, -0.06], [2.09, -0.82, 1.53], [4.15, -2.14, 1.35], [4.31, -0.91, 2.62], [6.67, -0.02, 2.37], [5.37, 1.14, 2.02], [6.71, 0.95, 0.88], [-9.89, -3.46, -3.10], [-10.32, -4.22, -1.98], [-10.35, -5.62, -2.24], [-9.09, -6.31, -1.73], [-7.93, -5.87, -2.42], [-7.22, -4.87, -1.70], [-9.57, -2.48, -2.75], [-9.05, -3.93, -3.62], [-10.72, -3.33, -3.80], [-10.50, -5.81, -3.31], [-11.21, -6.02, -1.71], [-9.19, -7.39, -1.93], [-8.98, -6.18, -0.65], [-6.60, -5.33, -0.93], [-7.89, -4.14, -1.24], [-6.57, -4.35, -2.40], [-0.47, 6.83, -3.02], [-0.89, 6.07, -1.90], [-0.88, 4.67, -2.15], [0.38, 4.01, -1.62], [1.54, 4.48, -2.29], [2.21, 5.51, -1.57], [-0.18, 7.82, -2.67], [0.39, 6.38, -3.53], [-1.29, 6.93, -3.73], [-1.02, 4.47, -3.22], [-1.74, 4.24, -1.62], [0.32, 2.93, -1.81], [0.48, 4.15, -0.54], [2.83, 5.06, -0.79], [1.52, 6.22, -1.12], [2.86, 6.04, -2.27], [5.85, -3.55, -0.47], [5.40, -4.29, 0.66], [5.38, -5.69, 0.43], [6.63, -6.38, 0.97], [7.80, -5.94, 0.30], [8.50, -4.92, 1.00], [6.15, -2.56, -0.13], [6.69, -4.02, -0.97], [5.02, -3.44, -1.19], [5.25, -5.91, -0.64], [4.51, -6.09, 0.96], [6.54, -7.45, 0.80], [6.72, -6.22, 2.05], [9.10, -5.37, 1.79], [7.82, -4.18, 1.43], [9.15, -4.42, 0.29], [-0.14, 6.05, 3.17], [0.01, 6.42, 1.81], [-1.11, 7.16, 1.31], [-0.85, 8.65, 1.34], [-0.70, 9.14, 2.67], [0.66, 9.27, 3.05], [0.85, 5.80, 3.56], [-0.57, 6.85, 3.78], [-0.78, 5.16, 3.24], [-2.01, 6.90, 1.86], [-1.25, 6.85, 0.27], [-1.73, 9.16, 0.92], [0.02, 8.92, 0.73], [1.06, 10.21, 2.65], [1.27, 8.44, 2.71], [0.70, 9.31, 4.14]],
  "homo_lumo_gap_ev": 9.23,
  "total_charge": 0,
  "homo_ev": -9.089,
  "e_lumo_ev": 0.15
}



Record 4
{
  "formula": "C23H57BaN3O8",
  "method": "ωB97M-V/def2-TZVPD",
  "elements": ["Ba", "C", "C", "O", "H", "H", "H", "H", "H", "C", "C", "C", "O", "H", "H", "H", "H", "H", "H", "H", "C", "O", "C", "C", "N", "C", "C", "O", "C", "H", "H", "H", "H", "H", "H", "H", "H", "H", "H", "H", "H", "H", "H", "H", "C", "O", "C", "C", "N", "C", "C", "O", "C", "H", "H", "H", "H", "H", "H", "H", "H", "H", "H", "H", "H", "H", "H", "H", "C", "O", "C", "C", "N", "C", "C", "O", "C", "H", "H", "H", "H", "H", "H", "H", "H", "H", "H", "H", "H", "H", "H", "H"],
  "positions_angstrom": [[-0.68, 0.66, -0.29], [-1.99, 5.50, 0.28], [-0.85, 4.58, -0.17], [-1.10, 3.26, 0.07], [-1.64, 6.49, 0.56], [-2.48, 5.07, 1.16], [-2.76, 5.61, -0.49], [0.08, 4.93, 0.34], [-0.67, 4.77, -1.25], [-1.09, -2.55, 2.61], [-0.51, -2.98, 1.25], [-1.33, -4.17, 0.71], [-0.44, -1.94, 0.36], [-0.95, -3.33, 3.36], [-2.17, -2.40, 2.53], [-0.59, -1.64, 2.95], [0.50, -3.39, 1.49], [-0.78, -4.68, -0.09], [-2.30, -3.84, 0.35], [-1.47, -4.93, 1.49], [1.55, 0.97, 5.86], [1.25, 1.09, 4.48], [2.25, 1.77, 3.77], [1.85, 1.82, 2.30], [1.47, 0.52, 1.75], [2.57, -0.44, 1.57], [3.67, 0.08, 0.69], [4.62, 0.80, 1.49], [5.59, 1.42, 0.69], [2.37, 0.26, 6.01], [0.65, 0.60, 6.35], [1.82, 1.94, 6.28], [3.22, 1.26, 3.87], [2.42, 2.79, 4.15], [2.69, 2.24, 1.75], [1.00, 2.50, 2.18], [0.84, 0.10, 2.43], [2.11, -1.33, 1.13], [2.97, -0.78, 2.54], [3.23, 0.77, -0.04], [4.22, -0.74, 0.22], [6.28, 0.68, 0.26], [6.19, 2.07, 1.34], [5.14, 2.03, -0.10], [-2.02, 1.18, 3.09], [-2.24, 0.43, 1.91], [-3.60, 0.07, 1.74], [-3.79, -0.68, 0.43], [-3.45, 0.16, -0.75], [-3.28, -0.60, -1.98], [-2.94, 0.34, -3.13], [-1.78, 1.08, -2.85], [-1.41, 2.01, -3.83], [-2.24, 2.24, 2.93], [-0.97, 1.10, 3.37], [-2.63, 0.80, 3.92], [-4.21, 0.98, 1.75], [-3.92, -0.61, 2.53], [-4.84, -0.96, 0.36], [-3.11, -1.54, 0.42], [-4.22, 0.81, -0.89], [-4.19, -1.14, -2.31], [-2.48, -1.35, -1.89], [-3.78, 1.03, -3.30], [-2.79, -0.28, -4.03], [-1.14, 1.52, -4.76], [-0.58, 2.57, -3.42], [-2.21, 2.75, -3.98], [1.92, 2.63, -1.92], [1.46, 1.29, -1.83], [2.20, 0.38, -2.63], [1.90, -1.04, -2.20], [0.47, -1.33, -2.19], [0.01, -2.24, -3.25], [-0.18, -3.66, -2.75], [-0.34, -4.50, -3.86], [-0.46, -5.85, -3.49], [3.00, 2.68, -1.71], [1.41, 3.20, -1.14], [1.71, 3.05, -2.91], [3.27, 0.59, -2.49], [1.95, 0.52, -3.69], [2.27, -1.18, -1.18], [2.45, -1.74, -2.83], [0.18, -1.75, -1.28], [0.70, -2.25, -4.09], [-0.94, -1.88, -3.65], [-1.07, -3.69, -2.11], [0.68, -3.95, -2.12], [-1.42, -6.04, -2.98], [0.36, -6.16, -2.83], [-0.41, -6.45, -4.40]],
  "homo_lumo_gap_ev": 7.22,
  "e_above_lowest_ev": 0.000,
  "total_charge": 0,
  "homo_ev": -6.902,
  "e_lumo_ev": 0.32
}